# 1
Computed, not measured: a molecular structure, C17H31MoN2O2P2 at a distorted geometry, with ωB97M-V/def2-TZVPD.

Results
**HOMO-LUMO gap (alpha / beta)**: 6.459 / 5.605 eV
**Spin multiplicity**: 3
**Total charge**: +3
**Total energy**: -45611.4378 eV
**Strongest force on any atom**: 2.995 eV Å⁻¹
**Relative energy (zero: lowest compared OMol25 entry of this formula, charge and spin)**: 0.407 eV
**E_HOMO (alpha / beta)**: -0.647 / -0.647 Eh

Structure (XYZ):
```
55
C17H31MoN2O2P2 (ωB97M-V/def2-TZVPD)
N -2.026 -1.695 -0.390
H -1.729 -0.217 -2.360
H 2.028 2.003 -3.516
C 1.249 2.128 -2.758
O 5.598 2.970 0.159
H -2.697 2.058 0.189
H -2.651 -1.172 -3.542
C -3.654 -2.916 -1.248
H -1.718 3.305 0.909
H 0.977 2.713 2.236
H 3.329 0.300 4.691
H 5.728 2.061 0.518
H 3.346 -1.251 1.009
Mo -0.464 -0.525 0.225
H 3.814 -2.016 -0.575
H -3.458 0.014 -2.474
O 3.263 0.166 3.737
C 0.331 3.180 -2.752
H 0.412 3.941 -3.519
H -4.430 -3.290 -1.892
H 1.798 -0.826 -2.920
P -0.938 1.172 1.827
H -3.677 -4.365 0.483
H 0.834 -3.708 -1.409
H -0.525 -1.892 1.537
C -1.644 2.279 0.490
C 1.197 -2.756 -1.840
C -2.848 -1.780 -1.479
C -0.712 2.278 -0.767
H -1.870 0.464 3.904
C -2.676 -0.757 -2.525
H -1.880 -2.399 2.588
H -0.702 3.328 2.677
C -2.305 0.911 3.012
H -1.334 4.160 -1.684
H 0.180 2.150 3.770
H 2.161 -2.923 -2.339
H 3.102 0.023 -1.943
C 1.967 -0.134 -1.948
H 4.660 3.182 0.419
H -2.804 1.827 3.327
C -0.653 3.282 -1.747
C -2.238 -2.695 0.515
H 2.907 1.040 3.479
H -3.095 0.220 2.695
H -0.836 -3.653 1.820
H 2.958 -2.960 0.674
C -0.003 2.488 2.726
P 1.585 -1.437 -0.605
C -3.277 -3.489 -0.003
C 1.142 1.120 -1.815
H 0.444 -2.418 -2.576
C 3.073 -1.965 0.227
N 0.110 1.169 -0.900
C -1.346 -2.690 1.679
```


# 2
Computed, not measured: C23H28N2O4 in the gas phase, with ωB97M-V/def2-TZVPD.

Results
**HOMO-LUMO gap**: 9.105 eV
**Spin multiplicity**: 1
**Structure (SMILES)**: COc1cccc(CCNC(=O)[C@H]2CCC(=O)N(Cc3cccc(OC)c3)C2)c1
**Total energy**: -35476.7531 eV
**Strongest force on any atom**: 0.600 eV Å⁻¹
**Relative energy (zero: lowest compared OMol25 entry of this formula, charge and spin)**: 1.568 eV
**E_HOMO**: -0.310 Eh

Structure (XYZ):
```
57
C23H28N2O4 (ωB97M-V/def2-TZVPD)
C 2.405 -2.640 -1.598
C -5.793 -2.345 0.994
H 3.315 -0.620 1.542
C -2.976 1.126 -1.296
O 3.083 -0.657 -2.731
H -2.198 1.713 -1.758
H 1.324 -2.485 -1.669
O 0.291 -2.960 1.506
N 0.740 -0.923 0.655
H -0.626 4.943 0.031
H -1.817 4.097 -0.985
O -0.116 3.077 -0.722
O -6.026 -1.075 0.436
C 2.563 -2.538 0.890
H 1.733 1.579 -1.565
C 4.042 0.634 -0.553
C 3.091 1.607 0.094
H 1.403 -0.328 0.181
H 4.238 1.858 1.891
C -3.671 -0.875 -0.165
H 3.768 -3.785 -0.383
C 1.923 1.949 -0.569
C 1.228 3.287 1.303
C -1.258 -0.621 -0.756
C -4.279 1.598 -1.249
C -5.274 0.845 -0.664
H -0.659 -0.060 -1.476
C 2.396 2.943 1.961
C -2.669 -0.111 -0.753
N 3.479 -0.710 -0.521
C 0.986 2.796 0.023
H 2.704 -3.184 -2.496
H 2.578 3.333 2.951
H -1.240 -1.678 -1.034
H 5.007 0.630 -0.038
C 1.085 -2.165 1.045
C 3.530 -1.368 0.770
H -1.557 3.565 0.691
C -4.976 -0.404 -0.116
H -0.664 0.571 0.954
H 2.081 -4.300 -0.265
H -5.082 -2.296 1.825
H -6.293 1.196 -0.619
H 4.189 0.887 -1.606
C 3.326 2.109 1.369
C 2.736 -3.431 -0.342
H -3.411 -1.838 0.247
C 3.035 -1.263 -1.677
H 2.818 -3.114 1.785
C -0.633 -0.476 0.639
C -1.071 3.971 -0.202
H -6.758 -2.685 1.366
H -1.182 -1.086 1.359
H -5.425 -3.053 0.244
H 4.553 -1.737 0.939
H -4.520 2.561 -1.675
H 0.520 3.937 1.793
```


# 3
Computed, not measured: a molecular structure, C39H45Br2FN5ORbS5Si2Te at a distorted geometry, with ωB97M-V/def2-TZVPD.

Results
**HOMO-LUMO gap**: 5.601 eV
**Spin multiplicity**: 1
**Total charge**: -2
**Total energy**: -271360.8630 eV
**Strongest force on any atom**: 1.484 eV Å⁻¹
**Relative energy (zero: lowest compared OMol25 entry of this formula, charge and spin)**: 0.548 eV
**E_HOMO**: -0.092 Eh

Structure (XYZ):
```
102
C39H45Br2FN5ORbS5Si2Te (ωB97M-V/def2-TZVPD)
C 5.016 -1.075 1.504
N -0.303 -6.601 0.901
C 3.463 3.888 0.924
H -1.699 -9.341 -2.293
H 2.813 4.671 0.552
H 5.544 -0.562 2.304
H 0.243 -8.977 2.306
Br -2.109 0.547 5.697
C -3.782 -0.355 -5.383
H -4.438 -1.124 -4.990
C 4.684 -1.348 -1.601
H 5.559 1.989 0.623
C -0.680 -4.472 -0.199
C 0.096 1.925 -7.735
H -4.997 1.129 5.897
N -3.778 1.187 0.822
H -1.531 -6.433 -2.041
H 4.490 2.724 4.703
H 2.944 5.252 4.697
H -6.781 1.582 -0.586
S -0.935 0.581 -8.090
C 3.057 5.356 3.623
C -4.205 1.329 -1.532
Te 2.923 2.124 -0.199
H 1.392 2.597 4.239
C -1.276 -9.253 -1.302
C -3.465 0.942 4.417
H 0.741 3.070 2.672
H 2.214 5.929 3.254
C -5.750 1.355 3.908
S -2.366 -1.213 -6.148
Br -7.554 1.601 4.531
C -0.890 -2.345 -1.284
C 7.381 -0.532 -0.392
C -6.048 1.481 0.202
C 4.665 2.792 3.634
S -0.931 0.642 -3.786
H -7.476 1.638 1.784
H 7.687 -1.572 -0.326
N -2.165 4.408 -0.628
C -4.119 1.194 2.112
H -4.292 0.243 -6.132
H 0.016 -4.317 1.818
C -3.032 0.995 3.069
H 0.332 7.272 0.044
S 0.828 2.816 -8.910
C -1.295 0.144 -6.426
H -5.039 1.334 -2.229
H -1.154 -11.358 -0.971
H 5.270 -2.130 1.570
C -0.720 -5.911 -0.139
Si 3.167 3.630 2.776
C -0.172 -9.059 1.314
C 1.602 2.627 3.172
C -1.145 5.956 0.876
C -1.025 -3.723 -1.332
H 0.150 6.237 -2.219
C -5.471 1.363 2.533
H -3.595 2.218 -1.691
H -3.577 0.459 -1.716
H 7.718 -0.152 -1.351
S 0.266 2.247 -6.039
H 4.978 -0.964 -2.574
H 5.532 1.959 -1.120
N -0.464 -1.682 -0.219
H -0.207 -11.189 1.272
C -0.735 0.875 -5.418
H -1.124 -1.741 -2.150
H 7.915 0.017 0.377
H 3.957 5.939 3.443
H 1.700 1.600 2.819
H 3.600 -1.318 -1.554
C -6.433 1.509 1.515
C -0.355 6.458 -0.143
Si 5.479 -0.330 -0.195
H -1.084 6.359 1.877
C -0.246 -3.764 0.929
H -2.672 4.519 1.353
C 5.078 1.513 -0.233
H 0.163 -1.820 1.727
C -4.762 1.141 4.842
C -0.429 -10.280 0.727
H 4.490 4.138 0.675
H -1.486 4.403 -2.556
H 4.990 -2.391 -1.556
H 5.572 3.371 3.492
H -1.380 -4.195 -2.237
O -1.842 0.866 2.725
C -4.685 1.324 -0.116
H 4.851 1.790 3.267
H 3.951 -0.977 1.697
C -0.970 -10.378 -0.553
C -0.462 5.894 -1.401
C -0.464 -7.912 0.580
C -2.029 4.931 0.582
H -3.391 0.263 -4.579
C -1.379 4.869 -1.587
C -0.163 -2.388 0.866
C -1.014 -8.023 -0.724
N -1.167 -6.734 -1.154
F 0.857 3.259 0.043
Rb -0.633 1.471 0.453
```


# 4
Computed, not measured: 2 unconnected molecules or ions with the total composition C27H29N2O at a distorted geometry, with ωB97M-V/def2-TZVPD.

Results
**HOMO-LUMO gap**: 5.582 eV
**Spin multiplicity**: 1
**Total charge**: +1
**Total energy**: -33490.3929 eV
**Strongest force on any atom**: 2.714 eV Å⁻¹
**Relative energy (zero: lowest compared OMol25 entry of this formula, charge and spin)**: 0.033 eV
**E_HOMO**: -0.390 Eh

Structure (XYZ):
```
59
C27H29N2O (ωB97M-V/def2-TZVPD)
C 0.329 -5.469 -0.391
C 2.080 2.152 3.881
H 0.458 -0.782 -3.525
C -1.698 3.122 -3.408
C 0.939 -4.893 -1.479
H -1.673 -0.223 -3.936
C 1.635 0.920 3.430
C 0.170 0.632 3.205
C 4.342 1.378 3.846
N -0.585 1.802 2.680
H -0.986 3.757 -5.861
N 0.953 -2.792 -2.931
O -1.728 4.360 -4.042
H 2.473 -4.041 -3.711
H -1.814 1.878 -5.153
H 1.358 2.928 4.067
H 2.223 -1.043 2.868
H -1.123 -5.268 1.174
H -2.599 1.247 2.338
C -1.315 -0.513 -1.270
C -1.603 1.925 -1.313
H 3.765 3.345 4.437
H -2.773 3.817 -5.723
H -0.021 0.558 5.373
H -1.607 4.042 -1.485
H -2.387 2.695 3.313
H 5.392 1.555 4.005
C 2.039 -3.056 -3.874
H 0.613 -6.462 -0.086
H -0.496 1.858 1.662
C 3.912 0.145 3.406
H -1.830 5.317 -5.837
H -1.559 1.925 -0.238
H -0.608 -0.897 4.577
C -1.985 1.692 3.131
C -1.047 -3.522 -0.029
H -1.814 -2.998 0.511
C -0.570 0.196 4.494
C -1.644 3.101 -2.005
C -1.533 0.689 -1.994
H 2.817 -2.303 -3.747
H 1.658 -3.000 -4.893
C 0.543 -3.614 -1.868
H -2.770 0.063 4.363
C -1.983 0.827 4.408
H 4.624 -0.642 3.219
C -0.602 -1.629 -1.770
C 0.261 -1.616 -2.873
H -1.555 -0.519 -0.222
C -0.437 -2.919 -1.136
C -1.835 4.300 -5.445
C -1.719 1.893 -4.084
H 1.712 -5.401 -2.025
C -1.624 0.712 -3.405
C -0.660 -4.791 0.327
H -2.199 1.434 5.297
C 2.566 -0.080 3.203
H 0.094 -0.173 2.454
C 3.427 2.382 4.088
```